(1)
{"formula": "C5H11NOS", "method": "ωB97M-V/def2-TZVPD", "lumo_ha": -0.0970, "charge": 0, "e_homo_ha": -0.3234, "max_force_ha_per_bohr": 0.080, "e_tot_ev": -19732.014, "symbols": ["C", "C", "S", "H", "H", "C", "H", "H", "H", "N", "C", "H", "H", "O", "H", "H", "H", "H", "C"], "coordinates": [[0.766, -0.518, -0.528], [0.813, 0.561, 1.674], [-2.450, 0.336, 0.313], [-1.626, -0.461, -1.796], [-2.396, -1.762, -0.906], [-1.731, -0.898, -0.809], [-0.027, 2.085, -0.930], [2.395, 1.587, -0.329], [1.155, 1.603, 1.757], [1.586, -0.135, 0.615], [2.718, 0.657, 0.128], [-0.479, -1.849, 0.676], [0.882, 0.105, 2.660], [1.140, -0.185, -1.639], [3.360, 0.904, 0.975], [3.211, 0.049, -0.650], [-0.184, 2.375, -0.266], [-0.241, 0.585, 1.380], [-0.429, -1.259, -0.233]], "atomic_forces_ev_per_a": [[2.96, 1.98, 0.99], [-0.14, 0.14, 0.03], [1.65, -0.84, 0.60], [0.15, 0.04, -0.14], [0.11, 0.13, 0.17], [-0.34, -1.55, -2.38], [0.06, 0.09, -0.05], [-0.16, 0.20, -0.17], [-0.01, -0.31, -0.06], [-1.53, 0.20, -1.29], [0.30, -0.74, 0.01], [0.30, -0.22, -0.07], [0.24, -0.23, -0.05], [-0.83, -0.89, -0.13], [0.10, -0.26, -0.13], [0.16, 0.52, 0.57], [-0.01, 0.05, -0.06], [0.35, 0.15, 0.40], [-3.37, 1.53, 1.75]], "mulliken_charge": [0.56, -0.62, -0.19, 0.31, 0.35, -0.49, -0.06, 0.37, 0.33, 0.03, -0.94, 0.41, 0.24, -0.53, 0.36, 0.31, 0.07, 0.04, -0.53]}

=====

(2)
{"formula": "C5H11NOS", "method": "ωB97M-V/def2-TZVPD", "smiles": "CNC[C@@](C)(O)C=S", "lumo_ha": -0.0173, "charge": 0, "e_homo_ha": -0.3264, "max_force_ha_per_bohr": 0.097, "e_tot_ev": -19733.230, "symbols": ["S", "H", "C", "H", "C", "C", "H", "H", "C", "H", "H", "H", "H", "C", "N", "O", "H", "H", "H"], "coordinates": [[2.045, -1.140, -0.137], [0.568, 1.095, -1.948], [-0.428, -0.320, 0.559], [-0.696, 0.853, 2.354], [0.443, -1.097, -0.264], [0.162, 0.743, 1.504], [-2.403, 0.604, 0.630], [-0.215, -1.549, 1.938], [-1.577, 0.510, -0.174], [-0.431, 2.642, -2.345], [-1.979, -0.181, -1.014], [0.379, 1.744, 0.937], [-0.055, -1.619, -1.022], [-0.479, 1.576, -2.023], [-1.213, 1.719, -0.774], [-0.959, -1.203, 1.462], [-1.140, 0.975, -2.812], [1.243, 0.386, 1.850], [-0.562, 2.405, -0.262]], "atomic_forces_ev_per_a": [[0.19, -0.33, -0.15], [-1.50, 0.69, -0.16], [-0.96, 4.60, 1.72], [2.56, 0.07, -1.92], [2.27, 0.55, -0.83], [1.62, 1.24, 0.53], [1.23, 0.02, -1.27], [0.46, -0.51, 0.64], [-1.29, -3.20, 0.78], [0.53, -0.98, -0.49], [0.27, 1.13, 1.26], [-0.29, -1.82, 1.55], [-0.71, -1.19, -1.11], [-0.66, -0.45, -1.79], [1.76, 2.09, -0.34], [-2.40, -2.18, 0.28], [1.50, 1.20, 1.59], [-2.50, 0.76, -0.09], [-2.08, -1.69, -0.21]], "mulliken_charge": [-0.17, 0.20, 1.17, 0.26, -0.73, -1.18, 0.32, 0.38, -0.97, 0.36, 0.38, 0.23, 0.41, -0.74, -0.29, -0.57, 0.24, 0.39, 0.32]}

=====

(3)
{"formula": "C5H11NS", "method": "ωB97M-V/def2-TZVPD", "lumo_ha": 0.0255, "charge": 0, "e_homo_ha": -0.3058, "max_force_ha_per_bohr": 0.096, "e_tot_ev": -17685.099, "symbols": ["C", "H", "H", "C", "C", "H", "H", "H", "H", "H", "H", "H", "N", "S", "H", "H", "C", "C"], "coordinates": [[-3.612, 3.092, -0.029], [2.330, 2.019, -0.495], [2.499, 0.691, -1.676], [2.508, 0.936, -0.555], [0.647, -0.724, -0.256], [0.466, -1.120, -1.319], [2.347, -2.249, 1.933], [-2.003, -2.842, -0.345], [2.110, -1.432, 2.123], [3.552, 0.799, -0.268], [-2.774, 3.070, 0.732], [-1.610, -1.221, -1.236], [-4.391, 3.137, -0.860], [-0.334, -1.635, 0.822], [-2.770, -1.348, 0.277], [1.449, 0.366, 1.151], [-1.876, -1.729, -0.186], [1.462, 0.191, 0.186]], "atomic_forces_ev_per_a": [[2.18, 0.00, 1.71], [0.00, -0.19, 0.07], [-0.14, 0.26, 1.49], [0.05, 0.49, -2.72], [-1.29, -1.44, -2.52], [0.96, 1.15, 1.36], [-0.83, 2.98, 0.78], [-0.18, 1.33, -0.10], [1.01, -3.14, -0.59], [-0.17, -0.34, 0.50], [-1.66, 0.00, -1.35], [-1.02, -1.09, 2.40], [-0.50, -0.01, -0.36], [-1.36, -0.29, 0.70], [-0.06, 0.50, 0.15], [-0.27, 0.99, 4.83], [1.63, -1.14, -2.37], [1.64, -0.06, -3.96]], "mulliken_charge": [0.09, 0.28, 0.28, -1.13, -0.35, 0.27, 0.15, 0.26, -0.14, 0.28, 0.23, 0.20, -0.32, -0.07, 0.30, 0.61, -0.73, -0.21]}

=====

(4)
{"formula": "C5H11NS", "method": "ωB97M-V/def2-TZVPD", "smiles": "CS/C(C)=C\\CN", "lumo_ha": 0.0324, "charge": 0, "e_homo_ha": -0.2870, "max_force_ha_per_bohr": 0.056, "e_tot_ev": -17687.134, "symbols": ["H", "C", "H", "C", "H", "C", "C", "H", "C", "H", "H", "H", "H", "N", "H", "H", "S", "H"], "coordinates": [[1.856, 1.786, -0.840], [2.690, -1.114, 0.305], [-1.594, 1.455, 0.380], [1.166, 1.825, -0.046], [-2.691, 0.093, -1.242], [-1.070, 0.621, -0.055], [-2.020, -0.427, -0.600], [-3.861, -1.095, 0.081], [0.305, 0.528, -0.088], [0.609, 2.719, -0.099], [1.676, 1.892, 0.892], [2.748, -0.878, 1.380], [-2.720, -1.506, 1.150], [-3.000, -0.774, 0.457], [-1.516, -1.223, -1.125], [3.423, -0.688, -0.317], [1.108, -1.060, -0.385], [2.891, -2.154, 0.151]], "atomic_forces_ev_per_a": [[0.97, 0.03, -0.96], [0.38, -0.08, 1.26], [0.27, 0.68, -0.35], [-0.87, -2.16, 1.34], [-0.06, 0.51, -1.32], [2.09, -1.52, -0.61], [-0.37, 0.49, 2.26], [-0.71, -0.24, -0.52], [-1.40, 1.45, -0.01], [-1.04, 0.77, -0.35], [0.79, -0.09, 0.58], [0.17, 0.04, -0.56], [0.13, 1.00, -0.99], [1.01, -1.13, 1.38], [0.08, -0.44, -0.05], [0.99, 1.29, -0.34], [-2.61, 0.36, -1.19], [0.18, -0.93, 0.42]], "mulliken_charge": [0.36, -0.95, 0.31, -1.37, 0.25, -0.56, -0.48, 0.21, 0.63, 0.39, 0.33, 0.30, 0.19, -0.58, 0.35, 0.33, -0.08, 0.37]}

=====

(5)
{"formula": "C5H11NS", "method": "ωB97M-V/def2-TZVPD", "lumo_ha": [0.0268, -0.0483], "charge": 0, "spin_multiplicity": 3, "e_homo_ha": [-0.3033, -0.3543], "max_force_ha_per_bohr": 0.096, "e_tot_ev": -17683.235, "s2": 2.01, "symbols": ["H", "N", "S", "H", "H", "H", "H", "H", "C", "C", "C", "H", "C", "H", "H", "H", "C", "H"], "coordinates": [[0.530, -1.485, -1.267], [-3.148, -2.614, 1.473], [-2.448, -1.688, 2.416], [1.383, -0.305, -2.399], [-1.420, 0.595, 0.552], [1.574, -0.413, 0.938], [1.391, 2.582, -0.738], [-1.766, -2.617, 3.255], [0.441, 0.481, -0.536], [1.145, -0.515, -1.352], [-0.674, -0.075, 0.258], [0.706, 1.050, 1.521], [0.644, 0.193, 0.902], [0.325, 2.077, -2.195], [-0.921, -1.063, 0.026], [-0.458, 2.475, -0.756], [0.440, 1.943, -1.104], [2.256, -0.621, -0.993]], "atomic_forces_ev_per_a": [[1.64, 1.01, -0.38], [-2.14, -2.79, -2.93], [2.57, 1.93, 3.73], [-0.98, 0.27, -0.09], [-1.19, 0.65, 0.42], [-1.42, -0.38, 0.81], [-2.05, -1.53, -0.89], [-0.53, 0.77, -0.64], [-0.08, 2.85, -1.68], [2.20, -2.39, -0.53], [1.16, -0.01, -0.13], [-0.12, 0.66, 0.73], [1.94, 0.26, -0.10], [0.50, -0.68, 0.33], [-0.75, -1.24, -0.16], [0.35, -0.04, 0.40], [0.87, 1.04, 1.29], [-1.97, -0.38, -0.19]], "mulliken_charge": [0.27, -0.23, 0.02, 0.37, 0.30, 0.30, 0.24, 0.20, 1.52, -1.35, -1.21, 0.27, -0.48, 0.38, 0.22, 0.34, -1.40, 0.25]}

=====

(6)
{"formula": "C5H11NS2", "method": "ωB97M-V/def2-TZVPD", "smiles": "CS/C=C(/CN)CS", "lumo_ha": 0.0289, "charge": 0, "e_homo_ha": -0.2911, "max_force_ha_per_bohr": 0.073, "e_tot_ev": -28521.778, "symbols": ["C", "S", "H", "H", "H", "C", "H", "H", "C", "C", "S", "H", "H", "H", "H", "N", "H", "H", "C"], "coordinates": [[1.281, -1.272, 0.761], [2.524, -2.016, -0.344], [2.125, 1.015, -0.996], [-1.082, 0.728, -0.477], [-3.756, -1.541, 0.242], [1.487, 1.160, -0.063], [2.242, 1.155, 0.801], [2.012, -0.982, 1.536], [-3.036, -0.675, -0.104], [0.712, -0.108, 0.100], [-1.510, -1.606, -0.146], [-0.006, 2.637, 0.545], [1.688, -1.628, -1.590], [0.501, -1.991, 1.183], [1.184, 3.121, -0.491], [0.661, 2.323, -0.231], [-3.370, -0.260, -1.197], [-3.104, 0.124, 0.702], [-0.555, -0.184, -0.231]], "atomic_forces_ev_per_a": [[1.46, -1.17, 1.03], [-1.96, 0.30, -3.21], [-0.67, 0.47, 1.03], [0.00, -0.11, -0.61], [0.75, 1.99, -0.92], [1.81, -0.78, 0.37], [-0.81, 0.42, -0.88], [-0.84, 0.16, 0.35], [-3.05, -0.97, -0.64], [-0.47, 0.55, 0.76], [-0.63, 0.31, -0.01], [1.63, -1.19, -1.22], [1.96, -1.10, 2.40], [1.22, 0.90, -0.71], [0.55, 0.70, -0.32], [-1.82, 0.55, 1.15], [0.81, -0.97, 2.81], [0.37, -0.98, -1.17], [-0.31, 0.93, -0.21]], "mulliken_charge": [-0.74, -0.26, 0.25, 0.51, 0.31, -0.38, 0.23, 0.32, -0.89, -0.19, -0.04, 0.20, 0.16, 0.41, 0.21, -0.54, 0.25, 0.31, -0.15]}